[1]
{"formula": "C3H9N3", "method": "ωB97M-V/def2-TZVPD", "species": ["C", "N", "C", "N", "C", "N", "H", "H", "H", "H", "H", "H", "H", "H", "H"], "positions_angstrom": [[-2.65891, 0.01569, -0.00328], [-1.34109, 0.54874, 0.03201], [-0.39915, -0.27007, -0.24841], [0.90450, 0.15201, -0.32341], [1.96715, -0.76202, 0.10854], [1.09986, 1.52719, -0.07596], [-3.19975, 0.37466, -0.88047], [-2.63109, -1.09884, 0.02745], [-3.25810, 0.34058, 0.87688], [-0.54833, -1.32075, -0.40363], [2.23860, -0.58257, 1.19608], [2.85367, -0.59397, -0.56453], [1.74681, -1.81620, -0.02864], [1.93813, 1.76894, -0.61729], [1.28767, 1.71662, 0.90466]], "forces_ev_per_angstrom": [[-0.88, -0.76, 0.72], [1.06, -0.49, -0.32], [-0.77, 1.94, 0.92], [0.29, -0.57, 0.21], [1.09, 0.90, -0.02], [0.95, -0.27, -0.88], [-0.02, -0.15, -0.09], [-0.38, 0.41, -0.26], [0.48, -0.08, -0.46], [-0.03, -0.74, -0.19], [-0.15, -0.20, -1.15], [-0.56, 0.05, 0.93], [-0.58, -0.01, 0.03], [-0.44, 0.14, 0.41], [-0.06, -0.17, 0.14]], "homo_energy_ev": -8.43, "e_tot_ha": -283.90733, "mol_weight_g_mol": 87.1, "relative_energy_ev": 2.062, "largest_force_ev_per_a": 2.28, "smiles": "C/N=C/N(C)N"}

***

[2]
{"formula": "C3H9N3", "method": "ωB97M-V/def2-TZVPD", "species": ["C", "C", "C", "N", "N", "N", "H", "H", "H", "H", "H", "H", "H", "H", "H"], "positions_angstrom": [[-0.17096, -1.47218, -0.83248], [0.13032, -0.17511, -0.12987], [1.32699, 0.44460, -0.29631], [1.84192, 1.46174, 0.49189], [-0.86772, 0.49823, 0.55867], [-2.21898, 0.20087, 0.30833], [0.70597, -1.86249, -1.36009], [-0.96831, -1.34984, -1.57193], [-0.47880, -2.23111, -0.10496], [2.06854, 0.02078, -0.97245], [1.56881, 1.37516, 1.46920], [2.84633, 1.58818, 0.39535], [-0.55003, 1.49948, 0.56180], [-2.41609, -0.76656, 0.57251], [-2.81798, 0.76826, 0.91033]], "forces_ev_per_angstrom": [[-0.18, 0.20, -0.11], [0.84, 0.56, -1.86], [0.34, -2.34, -0.27], [-0.19, 1.38, 0.74], [2.13, 1.15, 1.95], [-1.43, 0.05, -0.82], [-0.09, 0.23, 0.25], [-0.07, -0.08, 0.15], [-0.03, 0.00, -0.10], [-0.31, -0.30, 0.15], [0.26, 0.11, -0.24], [-0.56, -0.04, 0.10], [-1.62, -1.12, -0.03], [0.38, 0.34, 0.12], [0.52, -0.14, -0.05]], "homo_energy_ev": -6.37, "e_tot_ha": -283.89407, "mol_weight_g_mol": 87.1, "relative_energy_ev": 2.423, "largest_force_ev_per_a": 3.11, "smiles": "C/C(=C/N)NN"}

***

[3]
{"formula": "C3H9N3", "method": "ωB97M-V/def2-TZVPD", "species": ["H", "N", "C", "N", "N", "C", "C", "H", "H", "H", "H", "H", "H", "H", "H"], "positions_angstrom": [[-2.72569, -1.82260, -0.65462], [-2.01120, -1.56729, 0.02082], [-1.23289, -0.62059, -0.35005], [-1.46320, 0.00986, -1.60296], [0.10487, -0.52238, 0.10255], [0.46944, 0.72278, 0.68213], [1.92919, 0.73948, 1.09861], [-2.18867, -0.53595, -2.03702], [-0.67002, 0.25023, -2.17210], [0.69711, -1.23526, -0.28004], [0.26884, 1.57569, -0.02655], [-0.19112, 0.85490, 1.55064], [2.54388, 1.34454, 0.44501], [2.27808, 1.14346, 2.07972], [2.19137, -0.33687, 1.14384]], "forces_ev_per_angstrom": [[-0.28, 0.57, 0.12], [0.96, 0.33, 1.12], [0.56, -2.55, -2.94], [-0.65, 0.19, 1.19], [-1.85, -0.04, 0.55], [0.07, 1.74, 0.32], [0.88, -0.59, 0.91], [-0.01, 0.56, -0.73], [0.09, -0.11, 0.06], [0.38, 0.23, 0.21], [0.11, -0.53, 0.60], [0.17, 0.24, -0.12], [0.21, -0.49, -0.72], [-1.24, -0.23, -0.32], [0.60, 0.67, -0.26]], "homo_energy_ev": -8.84, "e_tot_ha": -283.92479, "mol_weight_g_mol": 87.1, "relative_energy_ev": 1.587, "largest_force_ev_per_a": 3.93, "smiles": "[H]/N=C(\\N)NCC"}

***

[4]
{"formula": "C3H9N3", "method": "ωB97M-V/def2-TZVPD", "species": ["C", "C", "N", "C", "N", "N", "H", "H", "H", "H", "H", "H", "H", "H", "H"], "positions_angstrom": [[-0.94067, 0.71810, 0.85179], [1.77705, 0.70834, 0.00922], [0.71604, -0.02644, 0.67123], [-0.78748, -0.17069, -0.31045], [-1.27782, -1.49382, -0.19133], [-0.89513, 0.48558, -1.48334], [0.95803, -0.92463, 1.07449], [-0.97078, -2.08012, -0.95782], [-1.06124, -1.94389, 0.69131], [-1.34498, -0.11885, -2.16969], [-0.79066, 1.77327, 0.65400], [-1.53612, 0.38731, 1.70104], [2.52899, 1.03932, 0.73083], [2.26596, 0.08324, -0.74507], [1.35880, 1.56329, -0.52622]], "forces_ev_per_angstrom": [[3.50, -2.20, -0.02], [0.06, 0.11, 0.32], [-1.50, 1.09, 0.35], [-3.19, 1.73, -2.43], [0.21, -0.16, 0.44], [0.37, -0.81, 0.95], [-0.27, 0.40, 0.28], [-0.01, 0.15, 0.04], [-0.06, -0.01, -0.09], [0.66, -0.18, -0.10], [-0.09, -0.21, 0.05], [0.53, 0.11, 0.15], [-0.02, 0.15, -0.11], [-0.13, -0.03, 0.08], [-0.05, -0.13, 0.09]], "homo_energy_ev": -7.33, "e_tot_ha": -283.83836, "mol_weight_g_mol": 87.1, "relative_energy_ev": 3.939, "largest_force_ev_per_a": 4.37}